Record 1
This record from OMol25 describes a molecular structure, C11H29B5CaF16N3OSn in a non-equilibrium geometry. The level of theory is the ωB97M-V functional and the def2-TZVPD basis.

The value obtained for the orbital gap is 2.42 eV. The total energy comes out at -89525.8456 eV. As for the lowest unoccupied orbital energy: -9.0159 eV. The value obtained for the HOMO energy is -11.43 eV. The net charge is +1.

Positions of all 67 atoms, in Å:
Sn 1.43103 -30.27637 -7.36355
Ca -1.39250 -32.95694 -0.40791
F -6.85438 -33.33635 0.00446
F -6.23882 -34.48496 1.89757
F -1.97896 -26.91238 -9.17287
F 4.00817 -32.10407 -3.04485
F -5.00044 -34.39444 0.01588
F -2.26496 -26.42375 -11.45565
F -5.16699 -32.60378 1.19546
F -2.10904 -28.57210 -10.61019
F 2.63573 -33.94126 -3.06441
F 2.81599 -32.94644 -1.23123
F 4.77834 -25.04135 -4.53127
F 2.92366 -23.73073 -4.86079
F -3.94491 -27.24264 -10.24281
F 3.46814 -25.33155 -6.34528
F 4.64205 -33.98637 -2.09096
F 2.78242 -25.97332 -4.33022
O -9.58394 -30.55948 -7.09631
N -9.28758 -33.40316 -5.99314
N -6.10483 -25.22065 -1.93510
N -6.98271 -24.18007 -3.80160
C -5.08785 -24.99077 -2.84745
C -7.94589 -23.39217 -4.49493
C -8.76142 -33.69406 -7.39433
C -5.63848 -24.44173 -4.04225
C -8.48952 -30.82134 -6.21469
C -10.86224 -33.32298 -6.00613
C -7.21325 -26.85100 -0.39462
C -8.86514 -34.62901 -5.19620
C -8.67797 -32.17575 -5.34988
C -7.26615 -24.67184 -2.55053
C -5.95287 -25.94159 -0.68028
B -1.95459 -30.19664 -3.12246
B -2.57838 -27.27079 -10.42361
B -5.82441 -33.73390 0.82093
B 3.46764 -25.00803 -4.99830
B 3.56487 -33.20141 -2.35802
H -9.34403 -32.92708 -7.90463
H -7.69153 -32.49495 -5.01347
H -7.62056 -30.95480 -6.85905
H -11.24041 -32.50409 -6.61809
H -11.21722 -34.20446 -6.54007
H -1.44095 -29.39752 -2.61078
H -5.10765 -26.62948 -0.65758
H -8.52209 -24.19222 -4.95970
H -5.85590 -25.16221 0.07554
H -9.00059 -35.53651 -5.78458
H -9.26409 -31.95968 -4.45663
H -2.85886 -30.51619 -2.62804
H -4.08518 -25.35264 -2.67397
H -8.85848 -34.73678 -7.69669
H -7.82612 -34.66862 -4.86917
H -8.20509 -24.58338 -2.02426
H -8.18790 -26.37009 -0.31168
H -1.24811 -31.00756 -3.20934
H -7.30391 -27.71155 -1.05745
H -5.26845 -24.19562 -5.02657
H -7.38141 -22.87014 -5.26755
H -9.51630 -34.86209 -4.35371
H -10.33411 -30.22624 -6.59852
H -2.21613 -29.82223 -4.10003
H -11.27037 -33.30212 -4.99564
H -7.04236 -27.24419 0.60753
H -7.72784 -33.36110 -7.29978
H -8.48196 -22.71094 -3.83412
H -8.22524 -29.92935 -5.64669


Record 2
This record from OMol25 describes 5 unconnected molecules or ions with the total composition C11H29ClN10O8PS in a non-equilibrium geometry. The level of theory is the ωB97M-V functional and the def2-TZVPD basis.

The value obtained for the orbital gap is 7.15 eV. The total energy comes out at -75800.4433 eV. As for the lowest unoccupied orbital energy: -3.7813 eV. The value obtained for the HOMO energy is -10.94 eV. The net charge is +1.

Positions of all 61 atoms, in Å:
Cl 1.30055 -5.06873 1.67085
S -0.99791 1.39726 0.35705
P 2.91481 -4.61028 0.33878
O 2.28975 -4.68802 -1.27357
O -1.06101 0.36140 -0.75598
O -2.14356 2.57211 -0.02189
O 4.07594 -6.74782 2.31679
O -1.22535 0.72281 1.68656
O -5.07366 1.28540 -0.66514
O -0.72627 3.56090 -3.13415
O -3.97885 5.56232 0.11729
N -2.80987 7.49734 0.00757
N -2.77066 2.58973 -3.17470
N 4.40315 -8.91654 2.87262
N -2.21192 5.71214 -1.28656
N -4.74755 -0.88653 -0.11518
N -6.63083 -0.25253 -1.23739
N 2.52663 -8.29674 1.73301
N 3.38998 -2.89354 0.52892
N 4.22940 -0.77868 0.12709
N -2.02768 3.77343 -4.97639
C 1.78765 1.20226 0.71509
C 0.64972 2.29895 0.33918
C 3.69278 -7.91172 2.30784
C 3.67055 -0.81632 1.46089
C -5.45905 0.12323 -0.67196
C -1.77403 3.32295 -3.72344
C 2.52666 1.49829 2.10516
C 3.51700 0.29612 2.59491
C 4.05102 -2.08171 -0.45887
C 3.09301 -2.20987 1.78145
C -3.06033 6.21407 -0.35648
H -3.86853 -0.64669 0.31589
H 0.64466 3.21050 1.02273
H -1.45157 6.22949 -1.68849
H -3.41947 7.90591 0.69713
H -2.06133 8.04958 -0.36917
H 1.96830 -7.57949 1.30179
H -3.05992 2.23890 0.14163
H 1.77944 1.72670 2.94225
H 2.97599 -0.18479 3.49636
H -2.36670 4.76154 -1.58258
H 2.19795 -9.24523 1.71657
H 2.56964 -2.55009 2.72824
H 0.81998 2.57733 -0.76736
H 5.27645 -8.67157 3.31053
H -2.87923 3.58951 -5.47490
H 2.59293 1.26296 -0.10904
H -1.31059 4.32369 -5.42039
H -5.04658 -1.84459 -0.11057
H -3.63548 2.38396 -3.64106
H 4.52019 0.68380 2.97551
H -2.61934 2.23884 -2.24372
H 1.54544 -4.03903 -1.30147
H -6.96559 -1.19853 -1.25407
H -7.18859 0.47095 -1.66186
H 4.62993 0.09358 -0.23914
H 4.37035 -2.34355 -1.52191
H 1.24547 0.18113 0.68242
H 3.20765 2.41972 1.96842
H 4.10846 -9.87619 2.87692


Record 3
This record from OMol25 describes a molecular structure, C11H29FKO10S3 in a non-equilibrium geometry. The level of theory is the ωB97M-V functional and the def2-TZVPD basis.

The value obtained for the orbital gap is 2.84 eV. The total energy comes out at -83894.4729 eV. As for the lowest unoccupied orbital energy: 0.5478 eV. The value obtained for the HOMO energy is -2.29 eV. The net charge is -1.

Positions of all 55 atoms, in Å:
K 0.83910 -2.28687 0.40428
S -4.35431 0.93825 -3.04348
S 5.23597 3.85056 -0.92447
S -1.68883 -2.49996 7.27088
F -0.13348 -6.58173 1.30074
O -3.16190 -1.99594 7.91938
O 4.73343 5.15254 -1.44820
O 6.46920 4.06843 0.11772
O 1.84632 -4.10288 -5.25161
O -1.64587 -2.08461 5.84709
O -0.66711 -2.15955 8.23818
O -5.37041 0.08000 -4.06868
O -4.84927 2.29335 -2.92212
O -3.92607 0.12962 -1.89933
O 4.33059 2.90081 -0.25896
C 6.17441 2.86102 -2.26055
C -7.68939 0.51063 -4.20157
C -3.00580 1.14134 -4.21197
C 3.43021 -4.88683 -7.00205
C 7.17798 5.29076 0.04290
C 2.34584 -3.82849 -6.53426
C 8.38603 5.03418 0.86832
C -6.63283 -0.31126 -3.50413
C -4.52409 -0.23884 8.84739
C -1.96370 -4.38164 7.27973
C -3.32932 -0.60049 7.92403
H -6.82235 -1.32183 -3.86594
H 8.90253 4.15313 0.48744
H -7.74941 1.55307 -3.88882
H -6.77841 -0.25834 -2.42518
H 2.72689 -2.81410 -6.65227
H 9.11615 5.83982 0.79135
H -7.63305 0.52826 -5.28996
H 7.29704 5.65011 -0.97925
H 4.35610 -4.66166 -6.47277
H 1.59628 -3.87609 -7.32420
H -8.67660 0.11517 -3.96257
H -3.04501 -4.51888 7.28434
H -2.42792 -0.04600 8.18503
H -2.26745 1.72628 -3.66354
H -1.62048 -4.82620 8.21390
H 8.00818 4.94188 1.88656
H 6.49286 5.99967 0.50786
H -5.50029 -0.60145 8.52541
H 6.68354 2.03269 -1.76786
H -4.35592 -0.53926 9.88158
H -3.31983 1.73351 -5.07151
H -4.71143 0.83403 8.89136
H 6.91514 3.50825 -2.73015
H 3.27594 -5.95773 -6.86981
H 3.67670 -4.84305 -8.06291
H -3.43071 -0.30082 6.88095
H -1.45391 -4.86276 6.44501
H 5.45585 2.37495 -2.92048
H -2.73711 0.14495 -4.56287


Record 4
This record from OMol25 describes a molecular structure, C11H29N2O16S3 in a non-equilibrium geometry. The level of theory is the ωB97M-V functional and the def2-TZVPD basis.

The value obtained for the orbital gap is 8.88 eV. The total energy comes out at -80112.9701 eV. As for the lowest unoccupied orbital energy: -3.5492 eV. The value obtained for the HOMO energy is -12.43 eV. The energy above the lowest of the compared OMol25 structures with the same formula, charge and spin is 0.00 kcal per mole. The net charge is +1.

Positions of all 61 atoms, in Å:
S -8.07574 -3.26925 -11.05073
S -12.96630 -2.06462 -14.24207
S -10.16912 6.90921 -11.63900
O -15.89104 1.10525 -9.59748
O -9.92851 8.31300 -11.60682
O -9.55824 -2.93568 -10.47360
O -7.96723 -1.80493 -11.75042
O -9.43587 6.10936 -10.70698
O -11.75272 6.65371 -11.39819
O -12.73246 -0.54889 -14.81712
O -11.71449 -2.62881 -13.83233
O -10.17570 2.36656 -11.48396
O -16.61035 -0.69581 -10.70561
O -13.75644 -1.46517 -12.94770
O -8.21314 -4.24057 -12.09116
O -10.10524 6.36493 -13.17039
O -13.83999 -2.77209 -15.11277
O -7.11134 -3.42740 -10.01814
O -17.75732 1.24799 -10.83399
N -9.83922 3.24753 -8.97781
N -8.91106 2.62809 -13.90823
C -13.81319 0.28532 -14.48713
C -13.93525 0.17909 -8.45941
C -9.22958 -1.48817 -12.23253
C -14.68485 -0.49134 -13.47367
C -15.32610 -1.06070 -10.20503
C -10.18731 -1.78986 -11.07840
C -11.43149 6.20687 -13.69188
C -16.84945 0.61358 -10.41459
C -11.39232 1.67093 -11.46378
C -12.30423 5.89371 -12.49100
C -14.73726 0.28949 -9.73961
H -9.55182 3.09790 -14.54630
H -12.26279 2.22868 -11.85031
H -11.33263 0.86632 -12.21643
H -13.73359 1.13259 -7.97475
H -8.03882 3.15339 -13.85912
H -9.86899 2.89974 -9.99067
H -14.14344 0.67920 -10.57340
H -9.32921 2.55286 -8.43671
H -11.66928 7.13085 -14.21741
H -14.44505 -0.40974 -7.69260
H -10.22474 -1.06317 -10.26218
H -9.34743 2.63860 -12.94509
H -13.38935 1.23226 -14.13697
H -8.78643 1.67643 -14.24823
H -14.42745 0.64754 -15.31725
H -9.55617 -1.99185 -13.14273
H -14.67521 -1.53032 -10.93687
H -12.31905 4.82071 -12.29719
H -15.45088 -1.78342 -9.39619
H -11.43687 5.36043 -14.37663
H -9.36575 -0.42666 -12.46420
H -14.99122 0.10124 -12.62007
H -9.33280 4.13368 -8.98673
H -11.21963 -2.01666 -11.33569
H -11.64060 1.25368 -10.48053
H -15.50959 -1.02639 -13.93847
H -10.80339 3.34802 -8.67363
H -13.32944 6.22933 -12.62658
H -13.06071 -0.43547 -8.68683


Question: The highest orbital gap belongs to which entry?
Answer: C11H29N2O16S3


Question: Which value of net charge does entry 2 give?
Answer: +1


Question: Look up the net charge of the first one.
Answer: +1


Question: Which formula does entry 1 have?
Answer: C11H29B5CaF16N3OSn